(1)
This record from the Open Molecules 2025 dataset describes a gas-phase ion, C4H11FN3 (charge +1). The level of theory is ωB97M-V/def2-TZVPD.

```
19
Properties=species:S:1:pos:R:3:forces:R:3
C 0.1141 1.3913 -1.5752 0.06 0.92 1.54
C 0.3237 0.6340 -0.2200 -3.18 2.20 -1.69
F 1.2422 1.2570 0.5375 -0.02 0.60 1.08
C -1.2327 0.2205 0.6463 7.88 1.92 1.14
N -1.3981 0.9931 1.7655 -5.27 -0.53 0.07
N -0.4843 -1.1604 0.7604 -2.04 -0.35 -0.48
C 0.6357 -0.7988 -0.2946 -0.63 -1.85 2.05
N 1.8642 -1.3186 0.1612 -1.16 -0.18 -1.38
H 1.0597 1.7983 -1.9789 -0.38 -0.46 0.17
H -0.3586 0.7175 -2.2488 -0.17 -0.60 -0.83
H -0.5985 2.2557 -1.4944 0.74 -0.73 0.36
H -2.0484 0.1813 0.0679 -2.84 -0.39 -2.24
H -2.4401 1.0227 2.1160 3.06 0.07 -0.66
H -0.7340 1.1743 2.4583 1.29 0.17 0.78
H -0.1331 -1.2848 1.7402 -0.55 -0.68 -1.16
H -1.1374 -1.8559 0.3022 1.18 0.04 1.83
H 0.1402 -1.1809 -1.1584 0.70 -0.66 -1.08
H 2.3697 -0.5922 0.6174 1.02 0.19 0.06
H 2.3374 -1.8916 -0.5285 0.32 0.32 0.42
```
Forces are in eV/Å.

Results
SMILES string: C[C@@]1(F)[C@H](N)[NH2+][C@@H]1N
HOMO-LUMO gap (eV): 10.39
Total charge: +1
ΔE to the lowest compared entry with this formula, charge and spin (eV): 2.314



(2)
This record from the Open Molecules 2025 dataset describes a molecular structure, C4H11HgO2. The level of theory is ωB97M-V/def2-TZVPD.

```
18
Properties=species:S:1:pos:R:3:forces:R:3
C -2.2340 0.6338 -1.1202 -0.61 0.00 -0.44
O -0.9223 0.5305 -0.5498 -1.55 -1.79 -4.97
C -0.1992 -0.6433 -0.9465 -0.10 -0.49 -0.40
C 1.2143 -0.5123 -0.4331 0.43 -0.23 -0.36
O 1.1420 -0.1113 0.9437 3.77 -3.74 -0.77
C 2.3641 -0.2661 1.6737 0.69 -0.13 0.31
H -2.6981 1.5397 -0.7192 0.17 -0.26 -0.10
H -2.1458 0.7128 -2.2102 -0.02 -0.03 0.24
H -2.8266 -0.2492 -0.8483 0.11 0.22 -0.06
H -0.1908 -0.7160 -2.0418 0.00 -0.01 0.23
H -0.7012 -1.5245 -0.5227 0.10 0.15 -0.10
H 1.7826 0.2455 -0.9909 -0.10 -0.17 0.09
H 1.7236 -1.4815 -0.5068 -0.10 0.21 -0.01
H 3.1533 0.3359 1.2053 -0.16 -0.14 0.14
H 2.1802 0.0788 2.6952 0.03 -0.08 -0.28
H 2.6436 -1.3262 1.6821 -0.04 0.24 0.00
Hg -0.2987 1.1769 1.1727 -2.68 6.24 6.42
H -3.9870 1.5765 1.5167 0.04 0.01 0.05
```
Forces are in eV/Å.

Results
HOMO-LUMO gap (spin up / spin down) (eV): 8.69 / 8.86
Total charge: +1
ΔE to the lowest compared entry with this formula, charge and spin (eV): 1.270



(3)
This record from the Open Molecules 2025 dataset describes a gas-phase ion, C4H11INS (charge +1). The level of theory is ωB97M-V/def2-TZVPD.

```
18
Properties=species:S:1:pos:R:3:forces:R:3
C 0.0576 -1.5190 -1.2785 -0.82 -1.35 -2.69
C 1.0235 -0.4375 -0.8696 -3.35 0.95 0.91
C 0.6593 -0.0541 0.5598 -2.55 1.10 2.06
S 0.7261 -1.4160 1.8712 2.21 1.15 -0.80
I 1.8881 1.6640 1.1627 -0.24 -0.39 -0.02
C -1.0233 0.4967 0.7291 4.85 -0.13 -0.36
N -1.1691 1.8513 0.0825 -0.65 -1.01 0.04
H -1.0300 -1.2984 -1.2728 0.67 0.61 -0.52
H 0.3061 -2.0180 -2.2914 -0.38 1.14 1.45
H 0.0491 -2.3313 -0.6088 0.60 -1.10 1.04
H 1.9787 -0.8756 -0.7516 1.49 0.34 -0.93
H 0.7623 0.5026 -1.4573 1.61 -1.20 0.11
H 2.1629 -1.3493 2.0281 -2.14 -0.16 -0.22
H -1.2031 0.6495 1.7465 -0.08 0.19 1.63
H -1.5759 -0.3344 0.4117 -1.35 -0.39 -1.22
H -0.7871 1.8269 -0.8871 -0.45 0.50 0.80
H -0.6646 2.5149 0.7009 0.28 -0.23 -0.71
H -2.1606 2.1277 0.1246 0.28 -0.01 -0.56
```
Forces are in eV/Å.

Results
SMILES string: CC[C@@](S)(I)C[NH3+]
HOMO-LUMO gap (eV): 9.28
Total charge: +1
ΔE to the lowest compared entry with this formula, charge and spin (eV): 0.818



(4)
This record from the Open Molecules 2025 dataset describes 2 unconnected molecules or ions with the total composition C4H11N2. The level of theory is ωB97M-V/def2-TZVPD.

```
17
Properties=species:S:1:pos:R:3:forces:R:3
C 1.4383 -0.4793 -0.1687 0.88 -1.33 -0.14
C 0.7836 -0.5762 1.1169 -0.97 4.18 2.19
C -2.7954 0.5494 0.1032 -1.77 -6.31 1.04
C -2.1488 1.5397 -0.3156 2.30 4.83 -2.27
N 2.7431 -0.3998 -0.2553 -1.66 0.59 3.18
N 0.6913 -0.8160 -1.1646 -0.25 -0.32 -3.46
H 1.1347 0.1425 1.9199 0.07 -0.22 -1.23
H 1.0304 -1.4607 1.6130 -0.32 -2.05 0.21
H -0.2729 -0.2594 0.9931 0.42 -1.04 0.30
H 1.0457 -1.0758 -2.1020 0.04 0.53 0.95
H -2.8233 0.4001 1.1548 -0.80 0.26 0.99
H -3.1034 -0.4117 -0.3918 0.23 1.34 -0.21
H -2.0062 2.3078 0.4450 0.60 0.14 -0.41
H -1.8419 1.7947 -1.3560 -0.52 -0.32 0.82
H 3.1371 -0.1736 0.6432 0.86 -0.06 -0.27
H 3.2784 -0.4542 -1.0462 1.47 -0.08 -2.30
H -0.2907 -0.6272 -1.1889 -0.58 -0.15 0.61
```
Forces are in eV/Å.

Results
HOMO-LUMO gap (eV): 10.43
Total charge: +1
ΔE to the lowest compared entry with this formula, charge and spin (eV): 2.000



(5)
This record from the Open Molecules 2025 dataset describes 2 unconnected molecules or ions with the total composition C4H11N2. The level of theory is ωB97M-V/def2-TZVPD.

```
17
Properties=species:S:1:pos:R:3:forces:R:3
C -2.0359 0.3466 -0.5014 4.35 0.82 3.48
C 1.4004 -1.0261 -0.2107 1.29 -0.88 2.19
C 1.7022 0.3424 0.2162 -3.46 2.87 1.38
C -0.1070 1.1177 0.8784 2.67 -0.03 -3.58
N -2.8700 -0.5900 -0.6827 -2.53 -4.57 -1.98
N -1.1206 0.2180 0.4985 -3.07 -0.64 -1.65
H -1.9685 1.2377 -1.0665 -0.31 0.74 -0.76
H 0.5471 -1.0287 -0.8601 -0.06 -0.55 -0.55
H 2.3521 -1.3981 -0.5947 -0.36 -0.30 -0.84
H 1.2872 -1.6361 0.7082 -0.56 -0.06 -0.62
H 1.7276 0.9780 -0.6717 0.87 0.36 0.60
H 2.3598 0.5339 1.1030 -0.47 -0.13 -1.32
H -0.1281 1.1288 1.9081 0.45 0.66 2.18
H -0.3099 2.0872 0.3414 0.66 -0.83 0.93
H -3.5008 -0.5519 -1.5445 1.14 -0.30 1.91
H -2.6186 -1.5903 -0.2749 -1.14 2.85 -1.20
H -1.3817 -0.5099 1.1617 0.53 0.02 -0.17
```
Forces are in eV/Å.

Results
HOMO-LUMO gap (eV): 9.05
Total charge: +1
ΔE to the lowest compared entry with this formula, charge and spin (eV): 3.097



(6)
This record from the Open Molecules 2025 dataset describes 2 unconnected molecules or ions with the total composition C4H11N2. The level of theory is ωB97M-V/def2-TZVPD.

```
17
Properties=species:S:1:pos:R:3:forces:R:3
C 0.3212 -1.1228 -2.6715 -2.42 -1.17 2.65
C 0.4291 -0.7470 -1.1450 -1.20 -5.95 -1.69
C -0.1489 -1.5560 -0.1173 -2.38 -0.55 0.01
C 0.3188 -1.8911 1.1852 1.10 1.70 -1.00
N -0.4688 -2.4459 2.2257 0.62 -0.70 -2.04
N -0.3425 5.1648 0.8291 -1.07 -1.62 -0.36
H 0.3695 -0.3722 -3.3907 0.32 1.84 -0.70
H -0.6923 -1.5368 -2.7061 0.02 -0.15 -0.56
H 1.2079 -0.1665 -0.9582 3.21 3.02 1.41
H -0.8275 4.3962 1.3069 0.43 0.38 -0.21
H -1.2135 -1.9794 -0.3086 1.86 0.57 -0.03
H 1.4337 -1.6396 1.2997 -1.58 -0.07 0.61
H -0.3255 -1.9821 3.1021 0.67 0.17 0.54
H -0.3640 -3.4733 2.3682 -0.38 0.94 -0.40
H 0.4138 5.4545 1.4105 0.12 0.73 0.34
H 0.9609 -1.9419 -3.0710 0.17 0.37 1.19
H -1.0720 5.8390 0.6412 0.52 0.49 0.24
```
Forces are in eV/Å.

Results
HOMO-LUMO gap (eV): 4.83
Total charge: +1
ΔE to the lowest compared entry with this formula, charge and spin (eV): 4.729



(7)
This record from the Open Molecules 2025 dataset describes a gas-phase ion, C4H11N2 (charge +1). The level of theory is ωB97M-V/def2-TZVPD.

```
17
Properties=species:S:1:pos:R:3:forces:R:3
C -1.7526 1.4034 -0.0333 0.88 -0.94 0.72
C -0.6164 0.8076 0.3534 -1.08 0.89 -0.41
N 0.6244 1.5155 0.1945 0.26 -1.16 0.14
C -0.5309 -0.6213 0.8268 1.42 -0.22 -2.67
C 0.1113 -1.5254 -0.3651 -1.16 1.11 2.37
N 1.4190 -0.9269 -0.7437 -0.97 2.09 -1.21
H -2.6948 0.8980 0.1560 0.01 0.35 -0.45
H -1.6460 2.3991 -0.4303 -0.65 0.20 -0.04
H 0.5078 2.4974 -0.0198 -0.05 -0.04 0.10
H 1.1888 1.3993 1.0318 0.06 0.39 -0.05
H -1.5157 -1.0700 0.8782 -0.06 0.16 1.02
H 0.1652 -0.6875 1.6506 -0.41 -0.35 0.82
H -0.6714 -1.4967 -1.1276 0.87 -0.21 -0.46
H 0.2894 -2.5124 0.0620 -0.07 -0.06 -0.46
H 1.2686 0.1452 -0.9596 0.04 -1.45 0.38
H 1.8406 -1.3877 -1.5482 0.41 -0.09 0.27
H 2.0127 -0.8375 0.0745 0.50 -0.68 -0.06
```
Forces are in eV/Å.

Results
SMILES string: C=C(N)CC[NH3+]
HOMO-LUMO gap (eV): 9.46
Total charge: +1
ΔE to the lowest compared entry with this formula, charge and spin (eV): 1.531



Ordered calculated total energy results: -11505.9238; -12582.6440; -24744.1262; -7298.9477; -7297.8514; -7296.2190; -7299.4173; unit eV.